Computed, not measured: a molecular structure, C28H74N4O18Zn in a non-equilibrium geometry, with wB97M-V/def2-TZVPD.

Geometry as XYZ:
```
125
Properties=species:S:1:pos:R:3:forces:R:3
Zn 0.71442 -2.85929 -1.61962 -1.44 2.83 0.68
O 1.05910 -1.50410 -0.03223 -0.29 -1.48 -1.12
C 0.18577 -0.44959 -0.36811 -0.73 -0.02 -0.03
C -1.13353 -0.80904 -1.21940 0.93 -0.37 -0.25
O -0.98519 -1.81336 -2.22110 1.45 0.00 0.94
H 0.77891 0.34226 -0.82555 -0.10 0.21 -0.76
H -0.13295 0.00342 0.57067 -0.49 0.16 0.21
H -1.54091 0.09410 -1.67381 0.46 0.56 -0.23
H -1.96184 -1.07154 -0.56130 0.05 -0.51 0.79
C 1.43928 4.54735 7.12522 0.18 1.21 0.61
C 1.02840 3.21191 6.56407 0.86 -0.04 -0.97
C -0.16551 3.35353 5.65829 -1.13 0.93 0.63
C -0.56570 2.10843 4.97571 0.02 -0.38 -0.64
C -1.73229 2.24700 3.96194 0.81 -1.37 -0.22
C -2.02687 0.85881 3.27373 -0.67 0.66 0.12
H 1.56716 5.33616 6.38392 -0.44 -0.27 -0.70
H 2.41816 4.64802 7.59399 -0.04 -0.80 0.51
H 0.68722 4.95825 7.79877 0.00 -0.10 0.26
H 1.87277 2.82633 5.99269 0.13 -0.20 -0.18
H 0.78782 2.42529 7.27921 0.14 0.26 0.48
H -0.07388 4.11214 4.88096 0.25 0.48 0.33
H -0.98816 3.57662 6.33769 -0.33 0.83 -0.10
H 0.37265 1.85566 4.48205 -0.21 -0.96 -0.51
H -0.77262 1.40822 5.78502 -0.17 -0.63 -0.37
H -2.59883 2.73654 4.40641 -0.24 -0.48 0.30
H -1.45435 2.94548 3.17265 0.35 0.02 -0.11
H -2.35998 0.04833 3.92200 0.28 0.19 0.59
H -2.85434 0.90495 2.56573 -0.03 0.40 -0.22
H -1.18163 0.46629 2.70841 0.26 0.25 0.11
C 3.91101 -1.11071 -4.54762 -1.18 -1.88 0.29
C 2.49950 -0.89428 -3.94815 0.85 1.30 -1.76
O 2.29039 -1.58738 -2.75543 -0.05 -1.66 0.78
O 3.98623 -2.49160 -5.01752 0.18 0.75 -0.70
H 4.73827 -0.96392 -3.85322 -0.11 0.45 0.17
H 3.99673 -0.46531 -5.42181 0.19 -0.13 0.10
H 1.78319 -1.18498 -4.71658 -0.18 0.12 0.28
H 2.40292 0.14965 -3.64984 -0.20 0.32 -0.74
H 3.04247 -1.23963 -2.27061 0.22 -0.33 1.39
H 3.78932 -3.14553 -4.34283 0.01 0.43 0.39
C -3.52022 -2.65220 -4.37804 -0.99 1.04 -0.07
C -4.60844 -2.53299 -3.27483 1.03 -0.94 -1.53
O -4.04329 -2.79774 -2.02269 0.03 -0.34 0.96
O -2.79280 -1.44524 -4.28146 0.33 -0.07 -0.64
H -3.90758 -2.65949 -5.39687 -0.60 0.13 0.06
H -2.94435 -3.57730 -4.35218 0.38 0.01 0.70
H -5.36426 -3.29230 -3.47555 -0.47 0.40 0.33
H -4.89285 -1.48088 -3.29163 -0.82 -0.18 -0.36
H -3.33434 -2.15985 -1.91277 0.48 -0.01 0.11
H -2.22983 -1.50577 -3.50622 1.03 -0.13 0.46
C 4.47265 -1.80573 -0.03371 1.36 0.55 0.69
C 5.97997 -1.44054 0.11787 -0.52 -0.88 -1.63
O 6.54647 -1.10989 -1.18887 -0.35 -0.69 1.23
O 3.78877 -0.62765 -0.41238 0.32 0.20 -0.73
H 4.05219 -2.19421 0.89386 0.10 0.02 0.22
H 4.43509 -2.59685 -0.78259 -0.19 0.01 -0.36
H 6.45787 -2.38231 0.38764 0.26 0.13 0.17
H 6.19487 -0.69396 0.88242 -0.18 0.16 -0.11
H 6.27001 -0.22963 -1.45404 -0.11 0.46 0.15
H 2.84200 -0.77438 -0.35164 -1.03 -0.30 0.53
C 0.51226 -2.90779 3.27601 -0.33 -0.05 1.66
C 1.24626 -1.60147 3.65979 -0.47 -0.94 -1.18
O 2.13849 -1.25379 2.64834 1.51 0.20 -0.27
O -0.67323 -2.74421 2.51292 0.22 0.11 -0.24
H 0.20843 -3.40533 4.19701 -0.28 0.08 0.20
H 1.16570 -3.64689 2.81249 0.41 0.32 -0.32
H 1.82155 -1.79816 4.56448 -0.13 0.36 0.11
H 0.56481 -0.75166 3.69934 -0.54 -0.29 1.01
H 1.66486 -1.24838 1.81333 -0.16 -0.01 -0.75
H -0.35307 -2.58820 1.62143 -0.05 0.24 -0.70
C 4.67512 2.59834 -1.11590 -0.05 -0.41 -0.12
C 3.82850 2.08802 -2.26573 0.33 2.77 -0.02
O 4.62259 1.85804 -3.40201 0.02 -1.98 -0.66
O 5.54583 1.56451 -0.68871 0.24 0.59 0.27
H 4.02969 2.97845 -0.32404 -0.12 -0.16 0.33
H 5.28246 3.45197 -1.41684 0.14 -0.07 -0.21
H 3.18859 2.91597 -2.57088 -0.72 0.08 0.39
H 3.19240 1.27645 -1.91240 0.43 -0.47 -0.62
H 5.22370 2.57932 -3.60208 -0.18 0.19 0.41
H 4.96321 0.89589 -0.32113 -0.25 -0.40 0.23
C 0.40229 3.51072 -1.38109 -1.51 0.34 0.69
C 0.19790 3.34406 0.13160 0.96 0.53 -0.08
O 0.67370 4.45758 0.90739 0.06 -0.34 -0.15
O -0.71392 4.26324 -1.91922 1.90 0.28 -0.41
H 0.45359 2.53308 -1.86035 0.04 -0.02 0.17
H 1.34159 4.02914 -1.57361 -0.18 0.26 -0.04
H 0.81831 2.50965 0.45864 -0.15 -0.15 0.20
H -0.85160 3.16922 0.36840 -0.09 -0.29 -0.15
H 0.12769 5.23229 0.75476 -0.18 -0.03 -0.24
H -1.52499 3.78440 -1.73355 -0.42 -0.21 0.16
O 0.08202 1.64729 -6.17598 0.02 -0.57 -0.44
C -0.19546 2.29558 -5.18664 0.76 -2.36 0.12
N -0.15683 3.60272 -5.18436 -0.14 2.68 1.03
C -0.52572 1.61671 -3.84790 -0.97 -0.46 -1.48
H 0.21176 4.14254 -5.95432 -0.15 -0.36 0.04
H -0.28789 4.04753 -4.28710 -0.05 0.39 -0.08
H -1.06386 0.71448 -4.13853 -0.09 -0.12 -0.02
H -1.23343 2.23280 -3.29320 0.52 -0.04 0.50
H 0.36471 1.23332 -3.34965 -0.05 0.52 0.16
O -0.44020 -4.17658 -0.64272 0.97 -0.59 0.17
C -0.99219 -5.13596 -0.08681 -1.30 -0.54 -0.89
N -0.44621 -6.36622 -0.00826 1.02 0.20 -0.54
C -2.38134 -4.93467 0.40805 -0.67 -0.65 0.77
H -0.85153 -7.24182 0.29033 -0.62 0.65 0.20
H 0.41738 -6.50194 -0.51412 0.10 0.17 0.17
H -2.28999 -4.71161 1.47107 -0.16 0.49 0.06
H -3.01456 -5.82162 0.38675 0.38 -0.38 -0.12
H -2.97211 -4.19642 -0.13424 0.60 0.33 0.07
O -5.18485 -3.48147 2.05457 -0.18 0.34 -0.12
C -4.24082 -2.83084 2.49053 -1.95 -2.56 0.96
N -3.53181 -2.01646 1.76021 1.59 1.88 -1.47
C -3.80229 -3.01853 3.90051 0.07 -0.33 1.35
H -2.56400 -1.88538 2.01760 0.00 0.34 0.05
H -3.79061 -1.89434 0.79160 0.03 -0.22 0.04
H -4.53069 -3.55313 4.51020 -0.45 0.16 -0.45
H -3.61311 -2.07819 4.41825 0.41 -0.01 -0.14
H -2.94890 -3.69433 3.95639 0.47 0.40 -0.19
O -3.08705 3.26052 -1.27459 0.57 0.21 0.41
C -4.01573 2.49876 -1.08880 -0.61 0.09 -1.48
N -4.77432 2.58792 0.01874 -0.83 -0.50 0.37
C -4.39517 1.55504 -2.24323 -0.09 -0.39 0.46
H -4.65037 3.34826 0.67190 0.33 -0.07 -0.26
H -5.64742 2.08737 0.10384 0.28 -0.07 -0.14
H -4.94258 2.07521 -3.02928 0.06 0.44 0.21
H -5.01839 0.69597 -1.99487 0.05 -0.01 0.38
H -3.48398 1.18701 -2.71479 0.04 0.03 0.14
```
Forces are in eV/Å.

Calculated values
HOMO energy: -9.04 eV
E: -4463.8588 a.u.
HOMO-LUMO gap: 7.8 eV
largest force on an atom: 3.36 eV Å⁻¹
charge: 0
E_LUMO: -1.280 eV

Mulliken population analysis, charges in e, atoms 1 to 99: Zn 1.2184; O -0.5821; C 1.6506; C 1.6256; O -1.0422; H -0.7389; H -0.6584; H -0.1734; H -0.3312; C -1.3093; C -0.3067; C -0.7598; C -0.3614; C -0.5862; C -0.4404; H 0.3267; H 0.3816; H 0.3204; H 0.3116; H 0.3087; H 0.3308; H 0.2987; H 0.1870; H 0.3051; H 0.4526; H 0.1766; H 0.2738; H 0.4471; H -0.4127; C -0.3683; C -0.0875; O 0.0967; O -0.6211; H 0.1414; H 0.4324; H 0.4362; H -0.3840; H -0.1235; H 0.2803; C -0.4630; C -0.2224; O -0.4648; O -0.5287; H 0.4030; H 0.1986; H 0.3786; H 0.0660; H 0.1947; H 0.1658; C -0.1048; C -0.8962; O -0.5978; O 0.0411; H 0.2828; H 0.1914; H 0.4664; H 0.2846; H 0.3941; H -0.0845; C -0.7273; C -0.0045; O -0.5999; O 0.0369; H 0.4493; H 0.2564; H 0.4235; H -0.1314; H 0.1789; H -0.2083; C -0.9361; C 0.5413; O -0.4923; O -0.5863; H 0.2896; H 0.4739; H 0.3634; H -0.3482; H 0.3322; H 0.2056; C 1.1766; C -0.1219; O -0.6642; O -0.6747; H -0.7409; H 0.3088; H 0.0397; H 0.1428; H 0.3208; H 0.5536; O -0.6736; C -0.1735; N -0.2860; C 1.0355; H 0.2474; H 0.1993; H 0.1361; H 0.0417; H -0.6513; O -0.6283